A structure of composition C31H30BCsN11O2S4, computed with ωB97M-V/def2-TZVPD.

## Properties
Highest occupied orbital energy (alpha / beta) (eV): -2.16 / -2.96
Multiplicity: 2
Electronic energy (Eh): -3590.1300
Net charge: -2
Energy relative to the best compared isomer or geometry (same formula, charge and spin) (kJ/mol): 0.0
HOMO-LUMO gap (alpha / beta) (eV): 5.92 / 6.55
LUMO (alpha / beta) (eV): 3.8 / 3.6
⟨S²⟩: 0.768
Molar mass (g mol⁻¹): 860.6

Geometry as XYZ:
```
80
Properties=species:S:1:pos:R:3:forces:R:3
Cs -0.1918 -0.1908 -0.1230 0.162 0.710 0.301
C -3.5255 3.2825 0.7587 0.047 -0.015 0.082
C -2.4534 3.0594 1.7793 -0.008 -0.076 -0.062
C -1.4875 3.9707 2.2557 -0.060 0.107 -0.020
C -0.7532 3.2436 3.1579 0.032 -0.116 -0.049
N -1.2614 1.9942 3.1970 0.106 0.037 0.109
N -2.3067 1.8740 2.3539 -0.100 0.068 -0.075
B -0.7140 0.8512 4.0614 0.026 -0.148 -0.083
N 0.7559 0.5641 3.6659 -0.279 0.031 0.092
C 1.6048 -0.3236 4.2233 -0.037 0.070 -0.043
C 2.7147 -0.4028 3.4159 0.064 -0.027 -0.102
C 2.4450 0.4816 2.3462 0.076 -0.018 0.285
C 3.3146 0.8036 1.1745 -0.048 0.003 -0.002
N 1.2602 1.0529 2.5108 0.260 0.009 -0.063
N -1.5346 -0.4449 3.9151 -0.087 -0.001 -0.034
C -2.1117 -1.1830 4.8880 0.126 -0.038 -0.008
C -2.5306 -2.3675 4.3286 -0.151 0.065 -0.118
C -2.1856 -2.2535 2.9596 -0.094 -0.128 0.190
C -2.4392 -3.2259 1.8530 0.013 0.040 0.051
N -1.5829 -1.1030 2.7327 0.250 0.181 0.029
N -0.8325 1.3141 5.5422 0.113 0.112 0.003
C -1.8102 2.0986 6.0358 -0.059 -0.185 0.103
C -1.7091 2.0838 7.4109 0.078 0.085 -0.004
C -0.5935 1.2623 7.6682 -0.070 0.012 0.036
C -0.0095 0.8794 8.9925 -0.007 -0.009 -0.059
N -0.0771 0.8029 6.5385 -0.111 -0.048 -0.022
H -4.2346 4.0450 1.0915 -0.017 -0.007 -0.030
H -3.1031 3.6120 -0.1928 -0.009 -0.008 -0.009
H -4.0664 2.3516 0.5926 -0.002 0.006 -0.007
H -1.3372 4.9973 1.9624 -0.007 -0.014 0.002
H 0.1074 3.5118 3.7484 0.009 -0.030 0.007
H 1.3576 -0.8089 5.1520 -0.008 0.005 -0.013
H 3.5970 -1.0057 3.5646 -0.016 0.011 0.008
H 4.3603 0.8679 1.4808 0.003 0.045 -0.014
H 3.2537 0.0371 0.3979 -0.034 -0.013 -0.035
H 3.0124 1.7529 0.7333 0.020 -0.016 -0.051
H -2.1646 -0.8281 5.9053 0.036 0.014 -0.023
H -3.0315 -3.1866 4.8203 -0.001 0.028 -0.010
H -3.5058 -3.4495 1.7744 -0.001 -0.031 0.000
H -2.1055 -2.8191 0.8989 0.010 -0.009 -0.005
H -1.9110 -4.1656 2.0311 0.003 -0.013 -0.045
H -2.5078 2.5950 5.3814 0.006 -0.029 -0.026
H -2.3303 2.6039 8.1223 0.024 0.014 -0.008
H -0.2932 1.6009 9.7594 0.017 -0.005 0.021
H -0.3610 -0.1058 9.3076 -0.001 0.006 0.021
H 1.0782 0.8400 8.9336 -0.003 0.001 -0.001
O -1.2000 -4.5629 -2.3734 0.020 -0.006 0.125
C -0.8972 -3.6263 -1.5871 -0.164 -0.005 -0.282
N -1.3582 -2.3941 -1.5871 -0.106 -0.290 -0.149
C -2.2990 -2.1915 -2.6585 0.000 -0.063 -0.065
C -2.5736 -0.7487 -2.9960 -0.017 0.084 0.041
C -3.8068 -0.3842 -3.5504 0.062 0.032 0.009
C -4.0213 0.9257 -3.9308 -0.007 -0.002 -0.001
C -3.0068 1.8585 -3.7474 -0.103 -0.024 -0.018
C -1.8257 1.4193 -3.1772 0.021 -0.092 0.001
N -1.6107 0.1551 -2.8123 -0.078 0.005 -0.087
C 0.1162 -3.9613 -0.5069 0.144 -0.125 0.125
C 0.4947 -5.2956 -0.3566 0.021 -0.034 0.028
C 1.3932 -5.6339 0.6371 0.012 0.022 0.017
C 1.9032 -4.6344 1.4550 0.026 -0.041 -0.007
C 1.4883 -3.3335 1.2256 -0.151 -0.037 -0.111
N 0.6163 -3.0029 0.2738 0.028 -0.237 0.023
H -3.2630 -2.6812 -2.4496 -0.006 -0.012 -0.027
H -1.9422 -2.6725 -3.5835 -0.033 0.002 -0.016
H -4.5774 -1.1358 -3.6715 -0.001 0.004 0.001
H -4.9720 1.2216 -4.3601 0.006 0.009 -0.001
H -3.1349 2.8953 -4.0290 0.021 0.006 0.010
H -0.9999 2.1033 -3.0027 0.010 -0.008 -0.004
H 0.0659 -6.0232 -1.0301 -0.021 0.025 -0.018
H 1.6973 -6.6655 0.7771 -0.006 -0.002 -0.005
H 2.6070 -4.8548 2.2476 -0.002 0.024 -0.001
H 1.8556 -2.5170 1.8362 0.041 0.069 0.062
O 7.2220 1.6391 -3.2962 -0.038 0.000 -0.016
C 6.0524 1.4017 -3.0891 0.081 0.009 -0.117
S 4.8158 2.6437 -2.9094 -0.045 -0.137 0.119
C 3.4294 1.5927 -2.5502 0.020 0.141 -0.047
C 3.7022 0.2088 -2.5727 0.057 -0.096 -0.070
S 2.6503 -1.0538 -2.2952 0.029 0.055 0.009
S 5.3834 -0.2212 -2.9662 -0.087 0.108 0.127
S 1.9774 2.3619 -2.2389 0.000 -0.060 0.026
```
Positions in Å, forces in eV/Å.

=====

A structure of composition C31H30BN6O4ReS3, computed with ωB97M-V/def2-TZVPD.

## Properties
Highest occupied orbital energy (alpha / beta) (eV): -10.39 / -9.98
Multiplicity: 2
Electronic energy (Eh): -3126.4935
Net charge: +1
Energy relative to the best compared isomer or geometry (same formula, charge and spin) (kJ/mol): 0.0
HOMO-LUMO gap (alpha / beta) (eV): 6.54 / 6.54
LUMO (alpha / beta) (eV): -3.8 / -3.4
⟨S²⟩: 1.224
Molar mass (g mol⁻¹): 843.8

Geometry as XYZ:
```
76
Properties=species:S:1:pos:R:3:forces:R:3
Re 1.3846 -1.1093 -0.9878 1.040 -0.700 -0.398
O 4.1082 -0.2587 1.8729 -0.016 0.059 -0.005
C 3.6962 -1.0344 1.0506 -0.063 -0.029 0.045
O 3.0079 -0.6223 -0.0113 -0.061 -0.049 -0.069
C 4.0103 -2.4941 1.1154 0.056 0.011 -0.064
C 5.1622 -2.8385 1.8232 -0.016 0.025 -0.002
C 5.5789 -4.1512 1.9198 -0.013 -0.038 -0.010
C 4.8312 -5.1544 1.3139 0.034 0.022 0.018
C 3.6749 -4.8337 0.6304 -0.049 0.018 -0.023
C 3.2561 -3.5049 0.5179 0.016 -0.113 0.020
S 1.7027 -3.3089 -0.3072 -0.122 0.508 -0.066
H 5.7193 -2.0391 2.2918 -0.005 -0.002 0.005
H 6.4787 -4.3948 2.4679 0.005 -0.002 -0.010
H 5.1473 -6.1870 1.3791 -0.013 -0.002 0.009
H 3.0736 -5.6113 0.1766 0.015 -0.011 0.009
N 2.2471 2.5786 -2.9344 -0.142 0.059 -0.080
C 2.1076 3.1739 -1.6873 0.054 -0.069 0.080
C 2.3481 4.4717 -1.2522 -0.001 0.023 -0.036
C 2.1640 4.7109 0.0925 0.003 -0.021 0.015
C 1.7676 3.6907 0.9731 -0.006 -0.001 -0.001
C 1.5378 2.4040 0.5376 -0.010 -0.047 0.001
C 1.7003 2.1531 -0.8232 -0.095 0.120 -0.131
N 1.5659 0.9836 -1.5711 -0.115 -0.056 0.435
C 1.9199 1.2802 -2.7950 0.088 0.051 -0.042
C 2.0679 0.2007 -3.7413 0.154 -0.113 -0.285
C 2.1915 0.2098 -5.0900 -0.023 -0.021 -0.060
S 2.4030 -1.3850 -5.6596 0.036 -0.031 0.106
C 2.3013 -1.9755 -4.0693 0.110 -0.119 -0.072
N 2.1343 -1.0529 -3.1667 -0.361 0.269 0.593
H 2.5728 3.0220 -3.7757 0.020 -0.005 0.003
H 2.6783 5.2501 -1.9268 -0.015 -0.001 -0.003
H 2.3492 5.7019 0.4837 -0.016 0.001 -0.004
H 1.6586 3.9164 2.0249 0.009 0.005 -0.004
H 1.2874 1.6171 1.2350 0.001 0.006 0.003
H 2.1475 1.0496 -5.7636 0.034 -0.002 0.002
H 2.3823 -3.0283 -3.8437 -0.056 0.008 0.064
C -5.2493 1.4365 4.3578 0.026 0.011 0.004
C -3.8524 2.0739 4.3487 0.004 -0.028 0.015
C -3.9822 3.6023 4.4011 0.020 -0.014 -0.021
C -3.1071 1.6192 5.6048 -0.026 0.009 -0.030
C -3.1245 1.6576 3.0684 -0.013 -0.015 0.013
C -3.6112 2.0953 1.8309 -0.014 -0.023 -0.035
C -3.0137 1.7602 0.6200 -0.008 0.021 -0.006
C -1.8987 0.9569 0.6853 0.023 -0.066 -0.031
O -1.1026 0.4757 -0.3363 -0.079 0.027 0.238
B -0.1019 -0.2765 0.3005 -0.399 0.271 -0.278
O -0.2952 -0.2776 1.6720 0.173 -0.131 0.108
C -1.4155 0.5055 1.8941 0.017 0.010 -0.021
C -1.9952 0.8355 3.0979 0.022 0.014 0.035
H -5.8088 1.7685 5.2347 -0.002 -0.008 -0.002
H -5.1721 0.3481 4.3939 -0.021 0.002 -0.018
H -5.8195 1.7068 3.4681 -0.009 0.014 0.015
H -4.4644 3.9016 5.3333 -0.003 0.004 -0.007
H -4.5813 3.9924 3.5778 0.007 -0.003 0.004
H -2.9981 4.0728 4.3578 -0.012 0.017 0.006
H -3.6415 1.9701 6.4884 0.002 -0.004 0.000
H -2.0960 2.0295 5.6410 0.000 -0.010 0.021
H -3.0486 0.5310 5.6687 0.024 0.006 0.003
H -4.4939 2.7207 1.8052 0.015 0.009 0.001
H -3.3999 2.1167 -0.3252 -0.012 0.007 0.011
H -1.5699 0.4689 4.0205 -0.008 -0.003 -0.001
C -1.4983 -2.4517 -6.1471 -0.009 0.040 0.043
C -2.2882 -1.6168 -5.1361 0.081 -0.096 -0.083
C -1.7732 -1.8070 -3.7437 -0.121 -0.109 0.151
N -0.6214 -1.4461 -3.3242 0.036 0.110 -0.019
N -0.3853 -1.7809 -2.0028 -0.117 0.052 -0.105
C -1.4052 -2.4216 -1.4487 -0.012 0.065 -0.059
N -1.4594 -2.8262 -0.1791 -0.034 0.009 0.023
S -2.7195 -2.6445 -2.5369 0.023 0.027 -0.060
H -1.9182 -2.3338 -7.1448 0.004 -0.009 -0.001
H -1.5261 -3.5096 -5.8845 -0.007 -0.007 -0.023
H -0.4572 -2.1321 -6.1702 -0.012 -0.019 -0.006
H -3.3399 -1.9030 -5.1642 -0.022 0.071 0.003
H -2.2294 -0.5586 -5.3934 -0.015 0.016 0.052
H -0.6327 -2.7753 0.4006 -0.009 -0.027 -0.005
H -2.2669 -3.3141 0.1657 0.009 0.006 0.020
```
Positions in Å, forces in eV/Å.

=====

A structure of composition C31H30BaCl5N5S2Si, computed with ωB97M-V/def2-TZVPD.

## Properties
Highest occupied orbital energy (eV): -7.09
Multiplicity: 1
Electronic energy (Eh): -4885.4487
Net charge: 0
Energy relative to the best compared isomer or geometry (same formula, charge and spin) (kJ/mol): 48.0
HOMO-LUMO gap (eV): 7.11
LUMO (eV): 0.0
Molar mass (g mol⁻¹): 879.4

Geometry as XYZ:
```
75
Properties=species:S:1:pos:R:3:forces:R:3
Ba -0.0287 0.4913 0.3568 0.664 -0.882 -0.720
C 0.9369 2.9520 0.0625 0.120 0.366 -0.051
Si -0.4607 3.8691 -0.6432 0.339 0.238 0.291
C -2.0955 3.2835 0.1817 0.007 -0.064 -0.136
N -2.3804 1.8244 0.0596 -0.279 0.467 0.052
C -3.2955 1.3475 1.1154 0.006 -0.002 -0.028
C -4.7251 1.8530 0.9564 -0.023 0.000 -0.045
C -5.2348 1.6123 -0.4828 0.050 -0.053 0.037
C -4.2360 0.7813 -1.2878 -0.048 0.112 0.079
C -2.8744 1.4682 -1.2956 0.072 -0.201 0.061
C -0.5805 3.6384 -2.5060 0.031 -0.008 -0.145
C -1.5501 4.3083 -3.2619 0.029 -0.064 0.004
C -1.6065 4.1794 -4.6416 0.019 -0.027 0.004
C -0.6851 3.3732 -5.3015 -0.013 0.006 0.025
C 0.2870 2.7019 -4.5753 -0.027 0.000 0.036
C 0.3365 2.8374 -3.1912 -0.082 -0.003 -0.012
C -0.3621 5.7256 -0.3081 -0.172 0.114 0.004
C -0.5820 6.2219 0.9826 -0.028 0.023 -0.074
C -0.3506 7.5536 1.2985 0.004 -0.032 -0.013
C 0.1162 8.4260 0.3244 -0.006 -0.011 -0.011
C 0.3423 7.9587 -0.9623 0.000 -0.039 0.014
C 0.1055 6.6242 -1.2707 -0.057 0.029 0.025
H 1.1838 3.3787 1.0465 -0.024 -0.044 -0.020
H 1.8295 3.0399 -0.5718 -0.058 0.040 -0.002
H -2.9511 3.8836 -0.1628 -0.012 -0.009 0.033
H -1.9722 3.5113 1.2470 -0.033 -0.049 -0.002
H -2.8871 1.6454 2.0832 0.042 0.008 -0.012
H -3.2934 0.2540 1.1047 0.037 0.002 0.007
H -4.7690 2.9149 1.2029 -0.008 -0.004 0.010
H -5.3519 1.3369 1.6858 -0.013 0.011 -0.001
H -5.3786 2.5678 -0.9938 -0.012 0.005 0.002
H -6.2039 1.1133 -0.4662 -0.022 0.036 -0.021
H -4.5711 0.6803 -2.3214 0.003 -0.046 -0.001
H -4.1606 -0.2275 -0.8742 0.005 -0.012 -0.024
H -2.9425 2.3739 -1.8988 0.047 0.004 -0.023
H -2.1477 0.8129 -1.8069 0.017 0.098 -0.019
H -2.2698 4.9503 -2.7618 0.021 0.010 -0.005
H -2.3619 4.7120 -5.2063 0.002 -0.004 0.002
H -0.7226 3.2758 -6.3792 -0.003 0.000 0.003
H 1.0129 2.0811 -5.0862 -0.006 -0.001 0.004
H 1.1118 2.3193 -2.6351 0.007 0.023 -0.005
H -0.9326 5.5571 1.7665 0.015 0.007 0.000
H -0.5276 7.9100 2.3061 -0.003 -0.002 -0.006
H 0.3057 9.4638 0.5690 -0.011 -0.004 -0.006
H 0.7075 8.6336 -1.7269 -0.002 -0.006 0.001
H 0.2916 6.2768 -2.2815 0.006 0.008 0.006
N 4.2537 1.7462 0.8633 0.092 -0.117 -0.052
C 3.7647 0.4805 0.9926 0.053 -0.042 -0.024
N 3.1448 -0.1550 0.0390 -0.271 0.148 -0.084
C 2.7671 -1.4184 0.4618 -0.057 0.016 -0.041
C 3.1105 -1.7439 1.7271 0.003 -0.024 0.140
S 3.9652 -0.4337 2.4517 0.043 -0.040 0.063
C 1.9747 -2.2572 -0.4485 -0.083 0.064 0.217
C 2.0411 -2.2092 -1.7992 -0.031 0.091 -0.153
S 0.9152 -3.3301 -2.4737 -0.001 -0.001 -0.100
C 0.4285 -3.7656 -0.8641 -0.059 -0.138 0.093
N 1.0456 -3.1324 0.0859 0.164 -0.032 -0.043
N -0.5023 -4.7402 -0.6401 0.149 -0.002 -0.023
H 3.8511 2.2744 0.1042 -0.070 0.028 0.047
H 4.4250 2.2692 1.7045 -0.047 0.025 -0.003
H 2.9134 -2.6602 2.2576 -0.044 0.028 -0.014
H 2.7000 -1.6196 -2.4141 -0.029 0.029 0.028
H -1.1505 -4.9544 -1.3775 -0.024 0.009 0.007
H -0.8870 -4.7447 0.2922 -0.017 0.032 -0.026
Cl 0.7854 0.9709 3.8860 -0.111 -0.033 -0.012
C -0.4222 -0.3260 3.8219 0.061 0.014 0.075
C -0.7435 -0.8070 2.5753 -0.234 -0.189 0.465
C -1.7051 -1.7852 2.5624 -0.049 -0.038 0.000
Cl -2.2064 -2.4161 0.9689 -0.071 0.158 0.144
C -2.3353 -2.2890 3.6951 -0.047 -0.076 -0.038
Cl -3.5475 -3.5142 3.5908 0.013 0.008 0.010
C -1.9671 -1.7720 4.9381 0.034 0.019 -0.045
Cl -2.7198 -2.3497 6.3744 0.014 -0.011 -0.008
C -0.9917 -0.7751 5.0080 0.040 0.060 0.096
Cl -0.5279 -0.1221 6.5369 -0.021 -0.023 -0.036
```
Positions in Å, forces in eV/Å.

=====

Which of these has the highest energy relative to the best compared isomer or geometry (same formula, charge and spin)? C31H30BaCl5N5S2Si

=====

The highest molar mass belongs to which entry? C31H30BaCl5N5S2Si